Molecular formula: C24H23Br2FNO8P
Method: DFT, ωB97M-V with the def2-TZVPD basis set

Each atom is followed by the atoms it is bonded to, with distances in Å.
Cartesian coordinates (Å):
1 C 1.48 2.08 0.05  C2 1.526, H14 1.091, H15 1.093, H16 1.088
2 C 1.10 1.95 -1.43  C1 1.526, C3 1.513, H17 1.091, H18 1.092
3 C -0.32 2.31 -1.80  C2 1.513, F4 1.400, P5 1.856, H19 1.090
4 F -0.41 2.30 -3.19  C3 1.400
5 P -1.63 1.11 -1.26  C3 1.856, O6 1.839, C9 1.908, H20 1.395, H21 1.387
6 O -0.82 -0.12 -2.36  P5 1.839, N7 1.359
7 N -0.80 -1.40 -1.92  O6 1.359, O8 1.180
8 O 0.29 -1.83 -1.83  N7 1.180
9 C -2.60 2.27 -0.09  P5 1.908, Br10 1.894, C11 1.327
10 Br -1.58 3.41 1.01  C9 1.894
11 C -3.93 2.26 0.01  C9 1.327, C12 1.507, Br13 1.898
12 C -4.89 1.37 -0.73  C11 1.507, H22 1.094, H23 1.086, H24 1.088
13 Br -4.86 3.45 1.16  C11 1.898
14 H 2.45 1.61 0.21  C1 1.091
15 H 0.75 1.59 0.70  C1 1.093
16 H 1.57 3.13 0.34  C1 1.088
17 H 1.32 0.94 -1.77  C2 1.091
18 H 1.72 2.63 -2.02  C2 1.092
19 H -0.61 3.32 -1.50  C3 1.090
20 H -1.40 0.22 -0.21  P5 1.395
21 H -2.73 1.04 -2.11  P5 1.387
22 H -5.32 1.89 -1.58  C12 1.094
23 H -4.42 0.45 -1.08  C12 1.086
24 H -5.69 1.06 -0.06  C12 1.088
25 C -2.35 -2.91 0.94  C26 1.331, C31 1.479, H33 1.082
26 C -1.78 -3.78 1.77  C25 1.331, C27 1.485, H34 1.083
27 C -1.98 -3.70 3.23  C26 1.485, O28 1.212, C29 1.488
28 O -1.45 -4.48 4.00  C27 1.212
29 C -2.86 -2.61 3.75  C27 1.488, C30 1.330, H35 1.083
30 C -3.44 -1.75 2.92  C29 1.330, C31 1.484, H36 1.083
31 C -3.22 -1.83 1.45  C25 1.479, C30 1.484, O32 1.217
32 O -3.74 -1.03 0.70  C31 1.217
33 H -2.22 -2.95 -0.13  C25 1.082
34 H -1.14 -4.58 1.41  C26 1.083
35 H -3.00 -2.57 4.82  C29 1.083
36 H -4.08 -0.94 3.26  C30 1.083
37 C 2.75 8.02 0.39  C38 1.330, C43 1.486, H45 1.083
38 C 2.11 6.94 -0.06  C37 1.330, C39 1.484, H46 1.083
39 C 2.85 5.83 -0.71  C38 1.484, O40 1.214, C41 1.484
40 O 2.26 4.85 -1.12  C39 1.214
41 C 4.32 5.96 -0.84  C39 1.484, C42 1.330, H47 1.083
42 C 4.96 7.03 -0.39  C41 1.330, C43 1.486, H48 1.082
43 C 4.23 8.15 0.26  C37 1.486, C42 1.486, O44 1.211
44 O 4.81 9.13 0.67  C43 1.211
45 H 2.24 8.85 0.87  C37 1.083
46 H 1.04 6.82 0.02  C38 1.083
47 H 4.83 5.13 -1.32  C41 1.083
48 H 6.03 7.15 -0.47  C42 1.082
49 C 1.76 -8.23 -1.43  C50 1.330, C55 1.486, H57 1.082
50 C 0.56 -7.76 -1.11  C49 1.330, C51 1.483, H58 1.082
51 C 0.39 -6.80 0.01  C50 1.483, O52 1.214, C53 1.484
52 O -0.71 -6.37 0.30  C51 1.214
53 C 1.60 -6.40 0.77  C51 1.484, C54 1.330, H59 1.083
54 C 2.80 -6.87 0.45  C53 1.330, C55 1.486, H60 1.082
55 C 2.97 -7.83 -0.67  C49 1.486, C54 1.486, O56 1.211
56 O 4.07 -8.26 -0.97  C55 1.211
57 H 1.92 -8.93 -2.24  C49 1.082
58 H -0.34 -8.03 -1.64  C50 1.082
59 H 1.44 -5.70 1.58  C53 1.083
60 H 3.70 -6.59 0.98  C54 1.082

Structure (SMILES) ... CC[C@@H](F)[PH2](ON=O)/C(Br)=C(\C)Br.O=C1C=CC(=O)C=C1.O=C1C=CC(=O)C=C1.O=C1C=CC(=O)C=C1
HOMO level ... -0.339 Eh
HOMO-LUMO gap ... 7.5 eV